1) ORCA calculation (ωB97M-V/def2-TZVPD) on a cluster of 16 separate species, H32O16 in total.

Output
Molar mass (g/mol): 288.2
HOMO-LUMO gap (eV): 9.613

XYZ file:
```
48
H32O16 ωB97M-V/def2-TZVPD
O -1.03600 -0.49804 -3.75542
H -1.16200 -0.46204 -2.81642
H -1.88100 -0.18304 -4.08542
O -1.03000 3.78396 -0.58042
H -0.59300 2.96096 -0.67142
H -0.59600 4.35596 -0.01942
O 0.22900 -0.16904 0.05758
H 0.21000 0.40896 -0.69942
H -0.68600 -0.06204 0.33758
O -2.22400 -1.84604 1.18158
H -2.29700 -1.36204 0.32658
H -3.18500 -2.09204 1.22258
O -0.07800 1.64896 -1.93642
H 0.76200 1.78896 -2.29742
H -0.65100 1.51596 -2.66042
O -2.41500 -0.86804 -1.39942
H -2.95700 -1.63404 -1.56142
H -3.01400 -0.12504 -1.14942
O 0.13500 -2.63604 -1.07542
H -0.14700 -1.77704 -0.81542
H -0.13000 -2.67904 -1.97342
O -2.14400 1.09596 0.73258
H -1.64400 1.72696 1.18958
H -2.51100 1.57996 -0.01442
O -3.02700 -0.04204 3.40058
H -2.32300 -0.26104 2.75558
H -3.83900 -0.20204 2.93358
O -0.27200 -0.33104 3.04158
H -0.08000 -1.11604 2.57258
H 0.40200 -0.27904 3.73858
O 0.22500 -2.70504 1.88758
H 0.25700 -2.90904 2.86158
H -0.71600 -2.53004 1.60858
O 1.83500 -0.46104 -2.76642
H 1.23300 -1.03804 -3.18842
H 2.68000 -0.90204 -2.80042
O 2.87200 -1.24904 2.20658
H 3.62900 -1.73504 1.85658
H 2.27600 -1.04204 1.45258
O 1.81800 1.60196 1.46458
H 1.59200 0.65496 1.32158
H 2.60600 1.66896 1.97958
O 2.63900 2.73796 -0.99542
H 2.54600 2.07496 -0.29542
H 2.88400 3.56696 -0.50842
O 3.34800 -0.09504 -0.32642
H 2.59200 -0.34304 -0.84642
H 3.86800 0.46196 -0.89142
```

Atom charges from the natural (NBO) analysis, given in e for atoms 1 to 6:
1. O -0.961
2. H 0.485
3. H 0.470
4. O -0.973
5. H 0.492
6. H 0.470

2) ORCA calculation (ωB97M-V/def2-TZVPD) on a cluster of 16 separate species, H32O16 in total.

Output
Molar mass (g/mol): 288.2
HOMO-LUMO gap (eV): 9.012

XYZ file:
```
48
H32O16 ωB97M-V/def2-TZVPD
O 9.44698 23.07678 0.80229
H 9.19152 23.04787 -0.11359
H 10.37119 23.23373 0.73328
O 12.17354 19.81906 1.00743
H 12.23142 19.32636 1.81198
H 11.45450 19.46056 0.45793
O 7.81132 17.60398 2.27585
H 8.35184 18.36321 2.56089
H 7.81866 17.07588 3.06753
O 9.93993 20.18411 -0.74514
H 9.80380 19.41139 -0.21932
H 10.34564 19.78198 -1.50657
O 8.02413 20.32138 1.25345
H 8.55129 20.18731 0.47094
H 7.27260 19.87303 1.03234
O 7.99713 22.47151 -1.73726
H 7.80487 21.57127 -1.96367
H 7.16661 22.62482 -1.31132
O 5.40259 19.98475 0.36352
H 6.03984 19.55882 -0.22220
H 4.59432 19.83977 -0.03155
O 7.26537 21.85748 3.08979
H 7.57913 21.26223 2.37541
H 6.31479 21.67048 2.97603
O 7.19003 18.03967 -0.45345
H 6.80899 17.23437 -0.81361
H 7.47910 17.72429 0.40239
O 5.42966 17.94962 3.50931
H 6.31655 17.99332 3.13068
H 5.47465 18.60432 4.20766
O 5.26595 22.28774 -0.98539
H 5.42268 21.49778 -0.47713
H 4.90304 22.88963 -0.30402
O 9.72117 19.02219 3.64580
H 9.41528 19.22356 4.53449
H 9.97843 19.91036 3.34117
O 7.10069 20.11956 -2.47214
H 7.52555 19.40662 -2.00171
H 7.37894 20.10601 -3.39324
O 10.55824 21.53948 2.66174
H 10.40681 22.36025 3.12629
H 9.80361 21.44486 2.11393
O 4.67966 20.92122 2.82659
H 3.82614 21.30265 2.74347
H 4.77238 20.54768 1.93732
O 10.16177 17.83127 0.68393
H 10.99870 17.33167 0.72787
H 9.79506 17.50809 -0.13212
```

Atom charges from the natural (NBO) analysis, given in e for atoms 1 to 6:
1. O -0.962
2. H 0.496
3. H 0.464
4. O -0.946
5. H 0.466
6. H 0.468

Most stable structure - 1); separation to the second - 20.0 kJ/mol.

1) ORCA calculation (ωB97M-V/def2-TZVPD) on a cluster of 16 separate species, H32O16 in total.

Output
Molar mass (g/mol): 288.2
HOMO-LUMO gap (eV): 9.838

XYZ file:
```
48
H32O16 ωB97M-V/def2-TZVPD
O 4.13642 -2.42562 -0.65892
H 4.29673 -2.42150 -1.66747
H 3.37430 -2.99418 -0.50201
O -3.81388 0.17662 -1.47611
H -4.00866 1.05114 -1.78523
H -3.74158 -0.49152 -2.08067
O 1.24656 4.06405 -2.35751
H 1.98699 4.76002 -2.34499
H 1.15907 3.91783 -3.22012
O -0.86434 0.78867 5.29168
H -1.74379 0.41742 5.34748
H -0.20607 0.04451 5.41847
O 0.79657 -4.54015 0.75808
H 1.04797 -4.05722 1.47699
H 0.67122 -5.51301 0.86277
O -0.31329 2.33504 1.75418
H -0.49953 1.73584 2.41060
H -0.05869 1.94738 0.90442
O -2.53105 -3.77090 -2.85985
H -3.15738 -3.01126 -2.82913
H -2.10594 -3.82154 -3.81482
O -0.24882 -4.34126 -1.98156
H -0.87110 -5.04599 -1.77008
H -0.44043 -3.55561 -1.53641
O 2.48158 2.38115 0.01238
H 3.05121 2.93996 0.62160
H 2.02136 2.90106 -0.68800
O 1.43287 -2.20183 1.77787
H 1.81270 -1.93679 0.82345
H 1.27556 -1.62136 2.41942
O -4.92374 0.80044 1.40106
H -4.47039 1.30264 1.98818
H -5.22503 1.18221 0.56847
O -0.85845 0.51818 -2.33196
H -1.24519 -0.33392 -2.05652
H -0.45043 0.00068 -3.13900
O 1.16804 -0.94567 -0.66437
H 1.71163 -0.26251 -1.09940
H 0.25819 -0.95657 -0.71844
O 4.24203 2.80294 2.20200
H 4.37674 1.86766 2.06026
H 3.24858 3.08772 2.45330
O 0.11206 5.48808 -0.42712
H 0.09770 4.95887 -1.07430
H -0.53245 5.19064 0.23566
O -1.71322 -1.04178 -0.13241
H -1.90083 -1.33253 0.70078
H -2.52716 -0.65367 -0.42472
```

Atom charges from the natural (NBO) analysis, given in e for atoms 1 to 6:
1. O -0.953
2. H 0.472
3. H 0.482
4. O -0.960
5. H 0.500
6. H 0.476

2) ORCA calculation (ωB97M-V/def2-TZVPD) on a cluster of 16 separate species, H32O16 in total.

Output
Molar mass (g/mol): 288.2
HOMO-LUMO gap (eV): 10.335

XYZ file:
```
48
H32O16 ωB97M-V/def2-TZVPD
O -2.14675 0.71304 -1.14546
H -1.56407 0.72654 -0.40886
H -2.99488 1.08284 -1.21037
O -1.85064 1.74277 5.58683
H -2.15241 1.25767 4.81540
H -1.16639 2.34524 5.30399
O 1.21032 3.24919 -2.02831
H 0.30343 3.32960 -2.32951
H 1.71563 3.61567 -2.76048
O 3.04455 -1.53387 1.57483
H 3.91913 -1.90056 1.68323
H 2.74670 -1.65712 0.67137
O -2.55534 3.92800 0.02193
H -3.20395 4.43493 0.50849
H -2.03131 3.31106 0.53602
O 0.42146 -0.39828 0.76648
H 0.95667 0.42799 0.87119
H 0.62824 -1.00253 1.48947
O -1.47621 5.24300 -2.43958
H -2.00742 4.63644 -2.92835
H -1.20961 5.04502 -1.54197
O -1.33558 1.27706 1.77698
H -0.73712 0.55320 1.47960
H -2.01183 0.62080 2.01407
O 1.28936 -2.26096 -1.72440
H 1.02046 -1.97359 -0.84744
H 0.48275 -2.51509 -2.19841
O -0.41797 -3.68655 -3.32426
H 0.28357 -3.27115 -3.83260
H -0.43225 -4.62733 -3.50902
O 1.94103 1.77165 0.46711
H 2.53391 1.14622 0.04116
H 1.60144 2.51340 -0.04068
O 0.44844 -5.13948 1.59897
H 1.38864 -4.94186 1.63183
H 0.40143 -5.24216 0.63882
O 3.72048 -3.31345 -1.79424
H 2.76343 -3.38339 -1.66498
H 3.94018 -3.60537 -2.67456
O -4.33696 1.11598 0.34653
H -4.45536 1.90105 -0.17854
H -3.66107 0.94850 0.99282
O -2.70817 -1.24902 2.65448
H -1.86647 -1.71101 2.52440
H -3.26931 -1.97893 2.36483
O 3.97484 -0.34938 -1.03306
H 4.82506 0.01719 -1.30220
H 4.02991 -1.21299 -1.44354
```

Atom charges from the natural (NBO) analysis, given in e for atoms 1 to 6:
1. O -1.002
2. H 0.496
3. H 0.493
4. O -0.947
5. H 0.475
6. H 0.472

Most stable structure - 2); separation to the second - 319.2 kJ/mol.

1) ORCA calculation (ωB97M-V/def2-TZVPD) on an isolated molecule of C3H9N3.

Output
Molar mass (g/mol): 87.1
HOMO-LUMO gap (spin up / spin down) (eV): 6.461 / 6.462

XYZ file:
```
15
C3H9N3 ωB97M-V/def2-TZVPD
C 1.30618 -0.62441 -0.18610
C -1.36392 1.19335 0.20526
N 0.13642 -1.04832 0.33031
C -1.01050 -0.11345 -0.49677
N 2.29094 -0.13193 0.60171
N -2.01872 -0.81158 -0.97814
H 0.02669 -0.99879 1.33729
H -1.72193 -1.76835 -1.16986
H 2.04368 0.30989 1.47485
H 3.15601 0.17127 0.18179
H 1.62756 -0.99010 -1.15886
H -0.08453 0.25159 -1.25140
H -1.86225 1.85011 -0.50686
H -0.47701 1.70982 0.58104
H -2.04863 1.00091 1.03574
```

Atom charges from the natural (NBO) analysis, given in e for atoms 1 to 6:
1. C 0.378
2. C -0.638
3. N -0.663
4. C 0.228
5. N -0.753
6. N -0.904

2) ORCA calculation (ωB97M-V/def2-TZVPD) on an isolated molecule of C3H9N3.

Output
Molar mass (g/mol): 87.1
HOMO-LUMO gap (eV): 8.831
SMILES: C/C=C\N(N)N

XYZ file:
```
15
C3H9N3 ωB97M-V/def2-TZVPD
C 0.64991 -1.83267 0.89061
C -0.55173 -1.47018 0.07977
C -0.81192 -0.33504 -0.55980
N -0.02097 0.80779 -0.69762
N 0.90411 1.07054 0.32473
N -0.75989 1.90983 -1.17955
H 0.36353 -2.01914 1.92670
H 1.39012 -1.04132 0.86421
H 1.09048 -2.75129 0.50277
H -1.29636 -2.25054 -0.00390
H -1.72134 -0.23523 -1.13490
H 0.47837 1.52163 1.13942
H 1.65434 1.65524 -0.03238
H -1.22381 2.43243 -0.43114
H -0.14484 2.53796 -1.68894
```

Atom charges from the natural (NBO) analysis, given in e for atoms 1 to 6:
1. C -0.658
2. C -0.254
3. C -0.040
4. N -0.151
5. N -0.665
6. N -0.664

Most stable structure - 2); separation to the second - 142.6 kJ/mol.

1) ORCA calculation (ωB97M-V/def2-TZVPD) on an isolated molecule of C3H9N3.

Output
Molar mass (g/mol): 87.1
HOMO-LUMO gap (eV): 9.891
SMILES: [H]/N=C/N(C)NC

XYZ file:
```
15
C3H9N3 ωB97M-V/def2-TZVPD
H -2.90251 -1.63868 -0.00992
N -2.43345 -0.71422 0.04834
C -1.15626 -0.79111 -0.06512
N -0.29455 0.27604 -0.14999
C -0.78367 1.64350 -0.06264
N 0.97861 0.10962 0.55463
C 2.05993 -0.53272 -0.25164
H -0.59005 -1.77180 0.03672
H -1.04383 1.98415 0.93695
H 0.05189 2.22165 -0.45714
H -1.61148 1.63985 -0.69784
H 0.79086 -0.35639 1.41044
H 1.86840 -1.64924 -0.36527
H 2.05755 0.02295 -1.19544
H 3.00857 -0.44360 0.26793
```

Atom charges from the natural (NBO) analysis, given in e for atoms 1 to 6:
1. H 0.350
2. N -0.728
3. C 0.275
4. N -0.298
5. C -0.403
6. N -0.466

2) ORCA calculation (ωB97M-V/def2-TZVPD) on an isolated molecule of C3H9N3.

Output
Molar mass (g/mol): 87.1
HOMO-LUMO gap (eV): 9.461
SMILES: C/N=C(\C)NN

XYZ file:
```
15
C3H9N3 ωB97M-V/def2-TZVPD
C 2.12369 -0.73641 -0.15657
N 0.70991 -1.06642 -0.25421
C -0.16273 -0.09522 -0.24659
C 0.11858 1.34881 0.08600
N -1.43310 -0.56765 -0.47050
N -2.49332 -0.02163 0.28430
H 2.69825 -1.66196 -0.06153
H 2.48214 -0.21762 -1.05231
H 2.34241 -0.12733 0.72682
H 0.35374 1.44650 1.14928
H 0.97297 1.70615 -0.49442
H -0.74574 1.97699 -0.14347
H -1.19358 -1.62552 -0.47568
H -3.38926 -0.17600 -0.17728
H -2.38399 -0.18270 1.28619
```

Atom charges from the natural (NBO) analysis, given in e for atoms 1 to 6:
1. C -0.439
2. N -0.529
3. C 0.436
4. C -0.705
5. N -0.460
6. N -0.687

Most stable structure - 2); separation to the second - 21.2 kJ/mol.